Entry 1:
ORCA calculation (ωB97M-V with the def2-TZVPD basis set) on a single C4H6F2S2 molecule.

XYZ file:
```
14
C4H6F2S2 ωB97M-V with the def2-TZVPD basis set
F -0.28404 -1.34662 -1.27861
C -0.88251 -1.27407 -0.03933
C -0.44076 -0.03043 0.70704
C -0.87108 1.27108 0.05410
F -0.28036 1.43476 -1.18147
S 1.33743 -0.05324 1.16483
C 2.18086 0.00726 -0.36178
S 3.79564 0.01303 -0.44902
H -0.63437 -2.16141 0.53483
H -1.97830 -1.24485 -0.18161
H -0.91834 -0.04420 1.69770
H -1.97033 1.23151 -0.10490
H -0.60826 2.14652 0.68831
H 1.55442 0.05066 -1.25008
```

Its net charge is 0. The value obtained for the max |F| is 0.78 eV/A. The value obtained for the HOMO-LUMO gap is 8.60 eV.

For each atom in turn, the Löwdin charge in e is: atom 1 (F): -0.04, atom 2 (C): -0.23, atom 3 (C): -0.54, atom 4 (C): -0.23, atom 5 (F): -0.04, atom 6 (S): 0.90, atom 7 (C): -1.06, atom 8 (S): 0.60, atom 9 (H): 0.12, atom 10 (H): 0.13, atom 11 (H): 0.11, atom 12 (H): 0.13, atom 13 (H): 0.13, atom 14 (H): 0.01

***

Entry 2:
ORCA calculation (ωB97M-V with the def2-TZVPD basis set) on an isolated ion of composition C4H6F3N2 and charge +1 in a non-equilibrium geometry.

XYZ file:
```
15
C4H6F3N2 ωB97M-V with the def2-TZVPD basis set
C 1.04262 1.07311 0.39241
C 1.09831 -0.66519 -1.24829
C -1.37119 0.47106 0.09843
C -1.38568 -0.96464 0.54497
N -0.31369 1.28086 0.29645
N 1.69298 0.06093 -0.32845
F -0.18183 -1.35205 1.00105
F -2.30073 -1.10186 1.50613
F -1.75795 -1.90284 -0.39594
H 1.63154 1.78157 1.01500
H 0.12252 -0.42053 -1.55998
H 1.63571 -1.36699 -1.83688
H -2.34407 0.93791 0.12634
H -0.25361 2.30691 0.44536
H 2.68508 -0.13825 -0.05660
```

As for the multiplicity: 3. Its net charge is +1. The value obtained for the max |F| is 5.05 eV/A. The value obtained for the HOMO-LUMO gap (spin up / spin down) is 7.63 / 11.16 eV. As for the expectation value of S²: 2.019.

For each atom in turn, the Löwdin charge in e is: atom 1 (C): 0.00, atom 2 (C): 0.11, atom 3 (C): 0.05, atom 4 (C): -0.59, atom 5 (N): 0.07, atom 6 (N): 0.04, atom 7 (F): 0.13, atom 8 (F): 0.17, atom 9 (F): 0.12, atom 10 (H): 0.17, atom 11 (H): 0.08, atom 12 (H): 0.11, atom 13 (H): 0.15, atom 14 (H): 0.19, atom 15 (H): 0.20

***

Entry 3:
ORCA calculation (ωB97M-V with the def2-TZVPD basis set) on a 2-piece molecular cluster, C4H6F3N4 overall in a non-equilibrium geometry.

XYZ file:
```
17
C4H6F3N4 ωB97M-V with the def2-TZVPD basis set
C 0.25042 2.98431 0.98992
C 1.05421 2.09763 1.04117
C -0.85822 -0.50281 -0.16430
C 0.48099 -2.42319 -0.20029
N -0.30530 -1.57349 0.37577
N -0.37069 0.31646 -1.05024
N 1.18942 -3.30763 0.49202
N -1.12363 1.52816 -1.10828
F 1.93700 1.16691 1.18633
F -1.96193 -0.24076 0.52015
F 0.37254 -2.57468 -1.50459
H -0.41569 3.72197 1.32926
H 1.24346 -3.11433 1.50067
H 2.02658 -3.66739 0.08116
H -0.60106 2.08734 -1.85521
H -0.92096 1.97696 -0.15327
H -1.99714 1.52454 -1.48028
```

Its net charge is +1. The value obtained for the max |F| is 5.54 eV/A. The value obtained for the HOMO-LUMO gap is 10.86 eV.

For each atom in turn, the Löwdin charge in e is: atom 1 (C): 0.10, atom 2 (C): -0.18, atom 3 (C): -0.44, atom 4 (C): -0.42, atom 5 (N): 0.20, atom 6 (N): 0.10, atom 7 (N): 0.23, atom 8 (N): 0.14, atom 9 (F): 0.16, atom 10 (F): 0.14, atom 11 (F): 0.18, atom 12 (H): 0.06, atom 13 (H): 0.15, atom 14 (H): 0.13, atom 15 (H): 0.21, atom 16 (H): 0.10, atom 17 (H): 0.12

***

Entry 4:
ORCA calculation (ωB97M-V with the def2-TZVPD basis set) on C4H6F6NO5S2Sn as an isolated structure in a non-equilibrium geometry.

XYZ file:
```
25
C4H6F6NO5S2Sn ωB97M-V with the def2-TZVPD basis set
Sn -1.08074 -0.96940 2.49652
C -2.69541 2.57672 0.00743
F -2.12349 3.74523 0.12977
F -3.19210 2.15058 1.19496
F -3.66335 2.72296 -0.93131
S -1.32442 1.41285 -0.58957
O -1.99487 0.11453 -0.64145
O -0.85573 1.96028 -1.91478
N -0.18062 1.30574 0.76849
S 1.10309 1.66051 0.03356
O 1.63802 0.62422 -0.83996
O 1.06809 3.05957 -0.37945
C 2.46535 1.69432 1.35158
F 3.20222 2.83217 1.27835
F 1.94550 1.64691 2.60704
F 3.35526 0.72985 1.25155
C 0.84426 -3.70408 -0.77765
C 0.16963 -2.38135 -0.51924
O -1.17955 -2.48279 -0.07884
H 1.85875 -3.54398 -1.14272
H 0.31333 -4.12889 -1.62956
H 0.80111 -4.31767 0.12220
H 0.44114 -1.76297 -1.37480
H 0.74029 -1.91023 0.28107
H -1.65582 -3.03509 -0.70313
```

As for the multiplicity: 2. Its net charge is 0. The value obtained for the max |F| is 6.60 eV/A. The value obtained for the HOMO-LUMO gap (spin up / spin down) is 6.29 / 7.61 eV. As for the expectation value of S²: 0.753.

For each atom in turn, the Löwdin charge in e is: atom 1 (Sn): 1.06, atom 2 (C): -0.64, atom 3 (F): 0.16, atom 4 (F): 0.11, atom 5 (F): 0.14, atom 6 (S): 0.72, atom 7 (O): -0.36, atom 8 (O): -0.29, atom 9 (N): -0.37, atom 10 (S): 0.50, atom 11 (O): -0.30, atom 12 (O): -0.30, atom 13 (C): -0.62, atom 14 (F): 0.11, atom 15 (F): 0.07, atom 16 (F): 0.14, atom 17 (C): -0.08, atom 18 (C): -0.37, atom 19 (O): -0.19, atom 20 (H): 0.09, atom 21 (H): 0.08, atom 22 (H): 0.08, atom 23 (H): 0.11, atom 24 (H): 0.06, atom 25 (H): 0.10

***

Entry 5:
ORCA calculation (ωB97M-V with the def2-TZVPD basis set) on a single C4H6FN3 molecule in a non-equilibrium geometry.

XYZ file:
```
14
C4H6FN3 ωB97M-V with the def2-TZVPD basis set
C -0.71241 -0.97414 -0.56943
N 0.32342 -0.47145 0.31944
N 0.99402 -1.31349 1.12677
C 1.93637 -0.67858 1.78776
C 1.97508 0.65034 1.44034
F 2.85836 1.61340 1.78844
C 0.81391 0.75615 0.31891
N 0.26579 1.82873 -0.36721
H -0.86417 -2.01503 -0.52401
H -1.56261 -0.32232 -0.50194
H -0.34900 -0.74105 -1.56667
H 2.63122 -1.15742 2.47401
H -0.03998 1.51768 -1.34053
H 0.79529 2.66912 -0.37247
```

Its net charge is 0. The value obtained for the max |F| is 5.79 eV/A. The value obtained for the HOMO-LUMO gap is 8.29 eV.

For each atom in turn, the Löwdin charge in e is: atom 1 (C): 0.01, atom 2 (N): -0.18, atom 3 (N): 0.02, atom 4 (C): -0.15, atom 5 (C): -0.17, atom 6 (F): 0.02, atom 7 (C): -0.22, atom 8 (N): 0.11, atom 9 (H): 0.08, atom 10 (H): 0.09, atom 11 (H): 0.08, atom 12 (H): 0.12, atom 13 (H): 0.12, atom 14 (H): 0.08

***

Entry 6:
ORCA calculation (ωB97M-V with the def2-TZVPD basis set) on a 2-piece molecular cluster, C4H6FNO overall in a non-equilibrium geometry.

XYZ file:
```
13
C4H6FNO ωB97M-V with the def2-TZVPD basis set
C -1.91332 2.08117 -0.66560
C -1.34147 1.47819 0.38552
C 1.68064 -0.15761 -0.72788
C 1.30137 -2.22729 0.60181
N 1.73872 -1.18951 -0.17286
O 1.63198 0.83913 -1.29776
F -1.55301 0.23359 0.73842
H -2.62923 1.57659 -1.25257
H -1.94318 3.17162 -0.66164
H 0.60935 -1.91857 1.23474
H 0.85217 -3.08736 -0.07977
H 2.10022 -2.79552 1.10091
H -0.53423 1.99557 0.79669
```

As for the multiplicity: 3. Its net charge is 0. The value obtained for the max |F| is 7.72 eV/A. The value obtained for the HOMO-LUMO gap (spin up / spin down) is 6.40 / 8.25 eV. As for the expectation value of S²: 2.005.

For each atom in turn, the Löwdin charge in e is: atom 1 (C): 0.03, atom 2 (C): -0.28, atom 3 (C): -0.36, atom 4 (C): -0.12, atom 5 (N): 0.07, atom 6 (O): 0.15, atom 7 (F): 0.06, atom 8 (H): 0.05, atom 9 (H): 0.07, atom 10 (H): 0.02, atom 11 (H): 0.13, atom 12 (H): 0.09, atom 13 (H): 0.09

***

Entry 7:
ORCA calculation (ωB97M-V with the def2-TZVPD basis set) on a single C4H6FNOS molecule in a non-equilibrium geometry.

XYZ file:
```
14
C4H6FNOS ωB97M-V with the def2-TZVPD basis set
O 3.10311 -0.67355 -0.00401
C 1.87068 -0.35175 -0.05297
C 0.56252 -1.20864 0.13158
C -0.68642 -0.31779 -0.27232
C -1.93113 -0.67549 0.34525
F -3.05724 -0.18291 -0.36734
S -0.29786 1.26893 0.22819
N 1.49351 0.92772 -0.31120
H 0.51862 -2.18824 -0.42109
H 0.44541 -1.27459 1.21076
H -0.82858 -0.63796 -1.37848
H -2.03178 -0.40414 1.37169
H -1.97436 -1.80972 0.41916
H 1.97830 1.87440 -0.24580
```

Its net charge is 0. The value obtained for the max |F| is 4.50 eV/A. The value obtained for the HOMO-LUMO gap is 9.20 eV.

For each atom in turn, the Löwdin charge in e is: atom 1 (O): 0.00, atom 2 (C): -0.50, atom 3 (C): -0.08, atom 4 (C): -0.71, atom 5 (C): -0.30, atom 6 (F): -0.06, atom 7 (S): 0.99, atom 8 (N): -0.14, atom 9 (H): 0.14, atom 10 (H): 0.11, atom 11 (H): 0.16, atom 12 (H): 0.11, atom 13 (H): 0.15, atom 14 (H): 0.13

***

Entry 8:
ORCA calculation (ωB97M-V with the def2-TZVPD basis set) on a single C4H6FNOS molecule in a non-equilibrium geometry.

XYZ file:
```
14
C4H6FNOS ωB97M-V with the def2-TZVPD basis set
C 2.17742 -0.90793 0.27448
C 0.77715 -0.42112 0.69620
N 0.28967 -0.54120 1.87497
O -1.08249 -0.52530 1.91306
S -0.25281 -0.58303 -0.80771
C -0.77718 1.07768 -0.83343
C -1.94205 1.33128 -1.31010
F -2.53273 0.29831 -1.87142
H 2.53536 -1.32681 1.19934
H 2.79081 -0.19346 -0.18847
H 2.01852 -1.84592 -0.42976
H -1.24890 -0.64704 0.82593
H -0.32837 1.98751 -0.25530
H -2.42441 2.29704 -1.08779
```

Its net charge is 0. The value obtained for the max |F| is 4.02 eV/A. The value obtained for the HOMO-LUMO gap is 9.89 eV.

For each atom in turn, the Löwdin charge in e is: atom 1 (C): -0.11, atom 2 (C): -0.58, atom 3 (N): -0.02, atom 4 (O): -0.12, atom 5 (S): 1.00, atom 6 (C): -0.43, atom 7 (C): -0.29, atom 8 (F): 0.00, atom 9 (H): 0.06, atom 10 (H): 0.05, atom 11 (H): 0.10, atom 12 (H): 0.05, atom 13 (H): 0.14, atom 14 (H): 0.13

***

Entry 9:
ORCA calculation (ωB97M-V with the def2-TZVPD basis set) on a single C4H6FNS2 molecule in a non-equilibrium geometry.

XYZ file:
```
14
C4H6FNS2 ωB97M-V with the def2-TZVPD basis set
N -2.54189 -1.41078 1.86180
C -2.38272 -0.15352 1.10223
C -0.84830 -0.19358 0.73041
S 0.51069 -0.17947 1.60900
S -0.65772 0.27179 -0.95931
C 1.11749 0.12689 -0.98762
C 1.92739 0.80892 -1.98195
F 3.15046 0.67505 -2.33465
H -1.43172 -1.56603 2.35202
H -3.44245 -1.54574 2.65827
H -2.26638 0.76363 1.77591
H -2.98615 0.05798 0.30173
H 1.61113 -0.68748 -0.41933
H 1.42406 1.76827 -2.26280
```

Its net charge is 0. The value obtained for the max |F| is 7.97 eV/A. The value obtained for the HOMO-LUMO gap is 8.17 eV.

For each atom in turn, the Löwdin charge in e is: atom 1 (N): -0.12, atom 2 (C): -0.37, atom 3 (C): -1.06, atom 4 (S): 0.73, atom 5 (S): 0.90, atom 6 (C): -0.49, atom 7 (C): -0.24, atom 8 (F): 0.08, atom 9 (H): 0.11, atom 10 (H): 0.16, atom 11 (H): 0.12, atom 12 (H): 0.05, atom 13 (H): 0.02, atom 14 (H): 0.11

***

Entry 10:
ORCA calculation (ωB97M-V with the def2-TZVPD basis set) on a 2-piece molecular cluster, C4H6FO3 overall in a non-equilibrium geometry.

XYZ file:
```
14
C4H6FO3 ωB97M-V with the def2-TZVPD basis set
F 11.49451 -25.37372 24.25384
C 15.74349 -23.00449 24.15006
C 14.61990 -22.28036 23.51714
C 13.20172 -22.49265 24.03929
O 12.69288 -21.10780 24.09373
C 13.63203 -20.29539 23.81925
O 13.57391 -19.05891 23.76467
O 14.81758 -21.00034 23.61376
H 16.49683 -23.14067 23.38230
H 15.44231 -24.11885 24.22320
H 16.25301 -22.75211 25.04264
H 14.49856 -22.63229 22.42064
H 13.38154 -23.05688 24.96506
H 12.61596 -23.16460 23.53276
```

Its net charge is -1. The value obtained for the max |F| is 6.61 eV/A. The value obtained for the HOMO-LUMO gap is 7.16 eV.

For each atom in turn, the Löwdin charge in e is: atom 1 (F): -0.90, atom 2 (C): -0.03, atom 3 (C): -0.47, atom 4 (C): -0.02, atom 5 (O): 0.13, atom 6 (C): -0.54, atom 7 (O): 0.09, atom 8 (O): 0.08, atom 9 (H): 0.07, atom 10 (H): 0.13, atom 11 (H): 0.07, atom 12 (H): 0.18, atom 13 (H): 0.14, atom 14 (H): 0.08

***

Entry 11:
ORCA calculation (ωB97M-V with the def2-TZVPD basis set) on C4H6FO4Sn as an isolated structure in a non-equilibrium geometry.

XYZ file:
```
16
C4H6FO4Sn ωB97M-V with the def2-TZVPD basis set
C 2.52774 -0.73443 -1.31154
O 1.30670 -1.32196 -1.04526
H 3.19838 -0.69316 -0.42256
H 3.08465 -1.28336 -2.10699
H 2.43004 0.31744 -1.66418
C -2.03275 0.96562 1.20124
O -2.13246 -0.11653 0.45331
C -0.54230 -0.37765 -0.20722
C 0.15300 0.44556 0.86941
O -0.83662 1.41997 1.33717
O -3.08291 1.57850 1.43807
F -0.68061 0.29918 -1.38083
H -0.68789 -1.45424 -0.11960
H 0.44887 -0.17273 1.71915
H 0.98929 1.03005 0.48044
Sn -4.14314 0.09775 0.75940
```

Its net charge is +1. The value obtained for the max |F| is 6.65 eV/A. The value obtained for the HOMO-LUMO gap (spin up / spin down) is 6.35 / 2.37 eV.

For each atom in turn, the Löwdin charge in e is: atom 1 (C): -0.24, atom 2 (O): -0.22, atom 3 (H): 0.08, atom 4 (H): 0.09, atom 5 (H): 0.08, atom 6 (C): -0.70, atom 7 (O): -0.21, atom 8 (C): -0.10, atom 9 (C): 0.02, atom 10 (O): 0.17, atom 11 (O): -0.08, atom 12 (F): 0.11, atom 13 (H): 0.16, atom 14 (H): 0.17, atom 15 (H): 0.16, atom 16 (Sn): 1.51

***

Entry 12:
ORCA calculation (ωB97M-V with the def2-TZVPD basis set) on C4H6GdO2 as an isolated structure in a non-equilibrium geometry.

XYZ file:
```
13
C4H6GdO2 ωB97M-V with the def2-TZVPD basis set
O -3.07056 -0.08448 0.27087
C -2.04763 -0.80203 -0.12847
C -0.73658 -0.62107 0.23588
C 0.28692 -1.67110 0.16847
C 1.74563 -1.34959 -0.20239
O 2.07871 -0.01064 -0.03884
Gd 0.69091 1.39475 -0.29100
H -2.81054 0.77119 0.64293
H -2.32664 -1.53136 -0.89886
H -0.07430 -2.57045 -0.35538
H 0.21210 -1.64319 1.36076
H 1.91353 -1.70266 -1.23902
H 2.39226 -1.97858 0.43836
```

As for the multiplicity: 9. Its net charge is +2. The value obtained for the max |F| is 2.24 eV/A. The value obtained for the HOMO-LUMO gap (spin up / spin down) is 8.48 / 7.17 eV. As for the expectation value of S²: 20.401.

For each atom in turn, the Löwdin charge in e is: atom 1 (O): 0.18, atom 2 (C): -0.11, atom 3 (C): -0.16, atom 4 (C): -0.17, atom 5 (C): -0.28, atom 6 (O): -0.41, atom 7 (Gd): 1.95, atom 8 (H): 0.15, atom 9 (H): 0.18, atom 10 (H): 0.16, atom 11 (H): 0.22, atom 12 (H): 0.15, atom 13 (H): 0.15